(1)
The following is a quantum chemistry calculation of a single C10H8N2 molecule at a distorted geometry, from OMol25.

Geometry as XYZ:
```
20
C10H8N2 wB97M-V/def2-TZVPD
C 0.92 -1.87 2.81
C -0.17 -1.03 2.94
C -0.43 -0.23 1.80
C 0.26 -0.29 0.59
C -0.19 0.43 -0.64
C 0.13 -0.03 -1.85
C -0.24 0.60 -2.98
C -0.87 1.94 -2.72
C -1.06 2.32 -1.48
N -0.72 1.63 -0.34
N 1.24 -1.28 0.51
C 1.61 -1.99 1.55
H 1.33 -2.45 3.49
H -0.72 -0.84 4.00
H -1.25 0.56 1.89
H 0.74 -1.17 -1.99
H 0.02 0.40 -4.05
H -1.22 2.73 -3.68
H -1.52 3.24 -1.32
H 2.15 -2.67 1.47
```

The charge is 0. For the energy above the lowest of the compared OMol25 structures with the same formula, charge and spin, the calculation gives 3.668 eV. As for the energy: -495.23438 Ha. The SMILES is c1ccc(-c2ccccn2)nc1. As for the frontier orbital gap: 0.339 Ha. The HOMO energy comes out at -0.3293 hartree.

Atomic partial charges in e from the Mulliken method, atoms 1 to 2: -0.38 -0.43



(2)
The following is a quantum chemistry calculation of a 3-piece molecular cluster, CH5NOSi overall at a distorted geometry, from OMol25.

Geometry as XYZ:
```
9
CH5NOSi wB97M-V/def2-TZVPD
O -0.15 -0.60 -0.10
Si 0.66 -1.83 -0.43
H 0.40 -3.25 0.09
H 1.91 -1.78 -1.27
H 4.03 4.40 2.07
H 4.00 4.35 1.31
C -3.55 -0.42 -0.46
N -4.56 0.10 -0.57
H -2.74 -0.97 -0.65
```

The charge is 0. For the energy above the lowest of the compared OMol25 structures with the same formula, charge and spin, the calculation gives 1.934 eV. As for the energy: -460.49099 Ha. The SMILES is O=[SiH2].[H][H].C#N. As for the frontier orbital gap: 0.381 Ha. The HOMO energy comes out at -0.4128 hartree.

Atomic partial charges in e from the Mulliken method, atoms 1 to 2: -0.40 0.49



(3)
The following is a quantum chemistry calculation of C28H30NO2P2Ru as an isolated structure, from OMol25.

Geometry as XYZ:
```
64
C28H30NO2P2Ru wB97M-V/def2-TZVPD
Ru 0.13 -0.73 1.71
N 0.08 0.83 -0.98
P 1.45 1.02 0.05
C 2.25 2.46 -0.72
C 3.58 2.35 -1.10
C 4.22 3.43 -1.70
C 3.53 4.61 -1.90
C 2.20 4.73 -1.52
C 1.56 3.65 -0.93
C 0.68 1.73 1.56
C 1.48 1.78 2.71
C 0.98 2.31 3.89
C -0.33 2.78 3.94
C -1.13 2.73 2.81
C -0.64 2.21 1.62
P -0.99 -0.42 -0.58
C -2.62 0.22 -1.03
C -2.95 0.50 -2.36
C -4.18 1.05 -2.66
C -5.09 1.31 -1.64
C -4.78 1.01 -0.32
C -3.54 0.47 -0.02
C -0.66 -1.75 -1.77
C -1.64 -2.71 -2.03
C -1.34 -3.80 -2.83
C -0.07 -3.95 -3.38
C 0.90 -2.99 -3.12
C 0.61 -1.90 -2.32
H 0.12 1.23 -1.91
H 4.12 1.42 -0.94
H 5.26 3.35 -1.99
H 4.03 5.46 -2.36
H 1.66 5.65 -1.68
H 0.52 3.74 -0.61
H 2.50 1.41 2.67
H 1.61 2.36 4.77
H -0.72 3.18 4.86
H -2.15 3.09 2.85
H -1.26 2.18 0.74
H -2.24 0.28 -3.15
H -4.44 1.27 -3.68
H -6.06 1.73 -1.88
H -5.49 1.20 0.47
H -3.28 0.23 1.01
H -2.63 -2.60 -1.61
H -2.11 -4.54 -3.03
H 0.15 -4.79 -4.01
H 1.89 -3.09 -3.56
H 1.38 -1.16 -2.12
C -0.39 -1.44 4.68
O -0.76 -1.13 3.36
H -1.26 -1.34 5.33
H 0.39 -0.77 5.04
H -0.03 -2.47 4.75
C 0.70 -4.83 0.45
O 0.25 -3.50 0.81
C 1.05 -2.50 0.96
C 2.51 -2.74 0.82
H 1.48 -5.16 1.13
H 1.06 -4.81 -0.58
H -0.17 -5.46 0.53
H 2.77 -3.44 0.02
H 2.85 -3.17 1.77
H 3.02 -1.80 0.68
```

The charge is +1. For the energy above the lowest of the compared OMol25 structures with the same formula, charge and spin, the calculation gives 0.960 eV. The spin multiplicity is 5. As for the energy: -2067.48137 Ha. The expectation value of S² is 6.022. As for the frontier orbital gap (spin up / spin down): 0.261 / 0.282 Ha. The HOMO energy (spin up / spin down) comes out at -0.3506 / -0.4148 hartree.

Atomic partial charges in e from the Mulliken method, atoms 1 to 2: 0.15 -0.23



(4)
The following is a quantum chemistry calculation of a 2-piece molecular cluster, C2H5N2O overall at a distorted geometry, from OMol25.

Geometry as XYZ:
```
10
C2H5N2O wB97M-V/def2-TZVPD
C -1.77 -0.14 -0.35
C -0.53 0.51 0.06
N 0.60 -1.42 0.28
N 0.15 1.54 0.16
O -2.58 -0.47 0.45
H -1.54 -0.64 -1.33
H -0.23 -2.03 0.49
H 1.22 -1.29 1.13
H -0.26 2.49 0.03
H 1.20 1.44 0.41
```

The charge is +1. For the energy above the lowest of the compared OMol25 structures with the same formula, charge and spin, the calculation gives 5.646 eV. As for the energy: -263.50680 Ha. As for the frontier orbital gap (spin up / spin down): 0.323 / 0.333 Ha. The HOMO energy (spin up / spin down) comes out at -0.5752 / -0.5641 hartree.

Atomic partial charges in e from the Mulliken method, atoms 1 to 2: -0.09 0.52



(5)
The following is a quantum chemistry calculation of C20H23ClIrN2 as an isolated structure at a distorted geometry, from OMol25.

Geometry as XYZ:
```
47
C20H23ClIrN2 wB97M-V/def2-TZVPD
C 0.22 0.66 -6.25
C 1.59 1.13 -6.00
C -0.02 -0.77 -6.54
C -0.92 1.58 -6.04
Cl 0.00 -0.02 -3.24
H 0.00 -0.76 -7.64
H -1.02 -1.13 -6.21
H 0.77 -1.45 -6.17
H 1.88 1.45 -7.02
H 2.30 0.35 -5.66
H 1.65 2.03 -5.34
H -1.04 1.97 -7.07
H -0.70 2.44 -5.38
H -1.86 1.08 -5.74
C 1.28 -1.16 0.59
C 1.14 -2.14 -0.43
C 1.57 -1.57 -1.67
H 0.75 -3.15 -0.31
C 1.97 -0.19 -1.40
C 1.76 0.05 -0.01
H 1.94 1.01 0.50
H 1.02 -1.28 1.64
H 1.59 -2.07 -2.61
H 2.37 0.52 -2.10
C -1.64 1.05 -0.15
C -1.90 -0.18 0.49
C -2.24 -1.14 -0.47
H -1.80 -0.35 1.58
C -2.23 -0.52 -1.74
C -1.87 0.88 -1.56
H -1.83 1.65 -2.31
H -1.33 2.00 0.30
H -2.44 -2.22 -0.30
H -2.46 -1.00 -2.71
Ir -0.17 -0.35 -1.10
N 3.44 -0.61 5.67
C 2.49 -0.16 5.18
C 1.32 0.40 4.55
C 0.09 0.52 5.21
C -1.00 1.04 4.54
C -0.83 1.42 3.19
N 0.33 1.31 2.56
C 1.39 0.85 3.21
H 0.01 0.16 6.24
H -1.98 1.19 5.01
H -1.68 1.82 2.62
H 2.34 0.84 2.68
```

The charge is +2. For the energy above the lowest of the compared OMol25 structures with the same formula, charge and spin, the calculation gives 2.188 eV. The spin multiplicity is 6. As for the energy: -1448.96611 Ha. The expectation value of S² is 8.805. As for the frontier orbital gap (spin up / spin down): 0.122 / 0.121 Ha. The HOMO energy (spin up / spin down) comes out at -0.4018 / -0.5502 hartree.

Atomic partial charges in e from the Mulliken method, atoms 1 to 2: 0.80 -1.08



(6)
The following is a quantum chemistry calculation of a 2-piece molecular cluster, C3H8OSi overall at a distorted geometry, from OMol25.

Geometry as XYZ:
```
13
C3H8OSi wB97M-V/def2-TZVPD
C 0.61 1.36 0.94
Si -0.75 0.77 1.89
C -2.15 -0.32 2.51
O -2.38 0.88 1.61
H 1.47 1.53 1.65
H 0.34 2.25 0.44
H -2.57 -0.18 3.56
H -2.45 -1.19 2.00
C 1.02 -0.49 -1.64
H 1.64 -1.27 -1.50
H 0.56 -0.49 -2.72
H 1.63 0.37 -1.67
H 0.29 -0.35 -0.84
```

The charge is 0. For the energy above the lowest of the compared OMol25 structures with the same formula, charge and spin, the calculation gives 3.806 eV. As for the energy: -483.70276 Ha. The SMILES is C=[Si]1CO1.C. As for the frontier orbital gap: 0.311 Ha. The HOMO energy comes out at -0.3232 hartree.

Atomic partial charges in e from the Mulliken method, atoms 1 to 2: -0.92 0.67